C8H20BN4O3S2 | ωB97M-V/def2-TZVPD

Structure (XYZ):
```
38
Properties=species:S:1:pos:R:3
S 0.707 0.467 -0.483
S 3.199 -2.413 0.617
O -0.355 -1.321 1.600
O -1.047 3.042 3.488
O -0.233 -0.736 -4.639
N -1.586 -1.251 -0.541
N 1.967 -1.310 -4.869
N -2.364 1.452 4.469
N 2.360 0.289 0.032
C 2.557 -0.995 0.094
C 0.153 2.104 0.210
C -3.670 1.077 4.979
C -1.281 0.492 4.530
C 0.748 -0.929 -5.334
C 3.101 -1.523 -5.749
C 2.130 -1.506 -3.447
C -2.120 2.675 3.934
B -0.448 -0.797 0.294
H -4.035 0.209 4.425
H -0.917 0.302 3.518
H -1.539 -0.835 -1.484
H 0.748 2.892 -0.341
H 1.432 -2.278 -3.110
H -3.004 3.332 3.932
H -3.582 0.823 6.037
H 0.719 -0.804 -6.427
H 3.908 -0.843 -5.465
H 3.443 -2.556 -5.648
H -0.955 2.273 0.119
H 2.828 -1.338 -6.787
H -4.381 1.896 4.866
H -2.447 -0.914 -0.082
H 0.522 -1.176 2.000
H 1.894 -0.571 -2.931
H 3.151 -1.808 -3.213
H -1.620 -0.441 4.979
H 0.481 2.107 1.301
H -0.464 0.909 5.124
```

Properties
* orbital gap: 6.55 eV
* LUMO level: -5.31 eV
* M: 295.22 g/mol
* maximum force: 0.0870 hartree/bohr
* net charge: +1

=====

C17H16Br2N2OTi | ωB97M-V/def2-TZVPD

Structure (XYZ):
```
39
Properties=species:S:1:pos:R:3
Br 2.053 0.723 -2.098
Br -0.010 -2.022 2.125
Ti -0.271 0.230 0.029
O -0.808 -2.104 -5.389
N 1.365 0.329 1.427
N -0.098 -1.059 -1.412
C -1.014 2.487 1.500
C -2.359 0.556 1.007
C -1.321 1.772 -0.865
C -1.811 1.448 1.946
C 2.757 -1.522 2.179
C 0.427 -0.919 -3.729
C 2.428 1.190 1.335
C -0.584 -1.898 -4.050
C -2.274 0.777 -0.401
C 3.890 -0.699 1.912
C -0.950 -2.088 -1.703
C 3.705 0.644 1.478
C -2.221 1.222 3.394
C -1.229 -2.515 -2.983
C 0.654 -0.534 -2.431
C 1.552 -0.954 1.865
C -0.660 2.569 0.148
H 2.901 -2.531 2.545
H -2.854 -0.384 1.410
H 4.896 -1.064 2.028
H -1.547 -2.748 -5.544
H -0.613 3.161 2.277
H 0.108 3.236 -0.253
H 4.634 1.203 1.268
H 1.029 -0.417 -4.498
H -1.485 1.681 4.091
H -1.190 2.049 -1.965
H -3.175 1.768 3.673
H -2.301 0.141 3.615
H -1.198 -2.572 -0.783
H -1.766 -3.441 -3.078
H 2.215 2.198 0.965
H -2.875 0.084 -1.033
```

Properties
* orbital gap: 5.85 eV
* LUMO level: -17.09 eV
* M: 472.00 g/mol
* maximum force: 0.1199 hartree/bohr
* net charge: +4
* energy relative to the best compared isomer or geometry (same formula, charge and spin): 1.065 eV

=====

C4H7O3Pm | ωB97M-V/def2-TZVPD

Structure (XYZ):
```
15
Properties=species:S:1:pos:R:3
Pm -1.451 -2.736 -2.742
O 1.830 -0.849 -1.401
O -0.389 -0.515 -1.483
O 0.271 -2.436 -0.848
C 0.724 -1.300 -1.200
C 0.638 1.068 1.564
C -0.452 0.245 0.892
C -0.622 0.662 -0.673
H 0.302 1.419 2.549
H -1.657 0.929 -0.927
H 0.182 1.362 -0.940
H 0.904 1.956 0.970
H -0.392 -0.797 1.234
H -1.441 0.517 1.290
H 1.552 0.474 1.714
```

Properties
* orbital gap (alpha / beta): 6.88 / 7.01 eV
* LUMO level (alpha / beta): -5.94 / -5.86 eV
* spin multiplicity: 6
* M: 248.10 g/mol
* maximum force: 0.0583 hartree/bohr
* net charge: +1
* energy relative to the best compared isomer or geometry (same formula, charge and spin): 1.021 eV

=====

C4H4N2O | ωB97M-V/def2-TZVPD

Structure (XYZ):
```
11
Properties=species:S:1:pos:R:3
O -0.922 1.168 2.269
N 0.350 -0.182 -1.208
N -1.349 0.868 0.033
C -0.640 0.616 1.228
C 0.972 -0.663 -0.071
C 0.454 -0.366 1.128
C -0.842 0.470 -1.076
H 0.838 -0.778 2.046
H -1.387 0.609 -2.006
H 0.676 -0.467 -2.117
H 1.847 -1.279 -0.231
```

Properties
* orbital gap: 9.71 eV
* LUMO level: 0.36 eV
* M: 96.09 g/mol
* maximum force: 0.0049 hartree/bohr
* energy relative to the best compared isomer or geometry (same formula, charge and spin): 0.213 eV

=====

C2H4N4O3 | ωB97M-V/def2-TZVPD

Structure (XYZ):
```
13
Properties=species:S:1:pos:R:3
O 0.633 1.958 1.176
O 0.703 2.492 -0.931
O 0.912 0.149 -1.622
N 0.778 1.763 -0.017
N -0.268 -0.695 -1.802
N -0.187 -0.797 1.899
N 1.086 0.458 -0.254
C -0.782 -1.194 -0.585
C -0.340 -0.836 0.582
H -0.921 -0.028 -2.224
H -1.666 -1.888 -0.845
H -0.383 0.070 2.289
H 0.433 -1.451 2.335
```

Properties
* orbital gap: 9.17 eV
* LUMO level: 0.00 eV
* M: 132.08 g/mol
* maximum force: 0.0648 hartree/bohr
* energy relative to the best compared isomer or geometry (same formula, charge and spin): 5.393 eV

=====

C20H29EuN8O9P | ωB97M-V/def2-TZVPD

Structure (XYZ):
```
68
Properties=species:S:1:pos:R:3
Eu 1.145 0.269 -0.259
P -1.891 2.184 0.241
O -2.309 1.257 1.420
O 3.242 1.457 -0.447
O 0.973 -1.209 1.907
O -0.632 1.793 -0.583
O 0.889 1.053 2.249
O -0.786 -1.500 -0.726
O -2.808 -0.970 -1.649
O -2.933 -6.076 3.285
O -3.181 -7.159 1.379
N 2.164 -1.618 -1.896
N -1.326 0.864 3.851
N -3.813 -2.020 0.786
N -0.390 3.969 1.464
N 1.304 0.975 -2.870
N -4.072 0.819 -0.639
N 3.520 -1.788 -3.676
N 2.442 0.775 -4.781
C 4.473 2.001 1.608
C 5.670 1.892 -0.571
C 2.170 0.219 -3.569
C -3.420 2.191 -0.669
C -4.116 -3.865 2.213
C -2.519 -3.932 0.381
C 4.316 1.780 0.090
C -3.192 -4.641 1.396
C 2.639 -1.042 -3.021
C -3.158 -6.064 2.018
C 3.807 -2.875 -2.817
C -4.417 -2.582 1.824
C -1.640 3.927 0.812
C 1.638 1.947 -4.866
C -0.431 -0.298 3.718
C 2.951 -2.762 -1.787
C -2.013 -1.638 -0.859
C 0.897 1.976 -3.670
C -2.783 -2.569 0.160
C 0.584 -0.147 2.562
H 3.742 -1.580 -4.654
H 0.145 -0.515 4.650
H -4.839 0.799 -1.308
H 4.689 -3.533 -2.989
H 5.378 1.507 2.016
H -1.780 4.768 -0.009
H 0.025 3.086 1.578
H -2.396 4.034 1.606
H -4.410 0.591 0.302
H -4.543 -4.316 3.120
H 6.407 1.488 0.186
H 0.025 2.533 -3.357
H 1.714 2.658 -5.725
H -3.375 -0.057 -1.017
H 2.923 0.392 -5.621
H -1.756 -4.445 -0.186
H 5.657 1.346 -1.514
H 2.887 -3.353 -0.863
H -2.068 0.693 4.478
H -4.086 3.027 -0.259
H -5.103 -1.904 2.338
H -0.959 -1.273 3.586
H -3.109 2.355 -1.676
H -1.732 1.199 2.843
H -0.716 1.694 4.200
H 3.589 1.658 2.172
H 5.820 2.904 -0.865
H 0.309 4.578 1.115
H 4.571 3.075 1.847
```

Properties
* orbital gap (alpha / beta): 5.13 / 5.13 eV
* LUMO level (alpha / beta): -0.52 / -0.52 eV
* spin multiplicity: 8
* M: 708.44 g/mol
* maximum force: 0.0912 hartree/bohr
* energy relative to the best compared isomer or geometry (same formula, charge and spin): 3.283 eV

=====

C5H8O | ωB97M-V/def2-TZVPD

Structure (XYZ):
```
14
Properties=species:S:1:pos:R:3
O 1.243 -0.726 -1.052
C 0.289 1.009 1.456
C -0.631 -0.105 1.016
C 0.053 0.000 -1.411
C 0.797 -0.183 1.443
C -1.064 -0.344 -0.437
H 1.611 -0.865 1.609
H -1.365 -0.465 1.739
H 1.945 -0.075 -0.944
H 0.425 2.062 1.662
H -1.956 0.256 -0.679
H -0.186 -0.262 -2.450
H 0.214 1.086 -1.367
H -1.375 -1.389 -0.585
```

Properties
* orbital gap: 10.05 eV
* LUMO level: 1.03 eV
* M: 84.12 g/mol
* maximum force: 0.0108 hartree/bohr
* energy relative to the best compared isomer or geometry (same formula, charge and spin): 3.108 eV

=====

C3H6OS | ωB97M-V/def2-TZVPD

Structure (XYZ):
```
11
Properties=species:S:1:pos:R:3
S 1.519 0.864 -0.509
O -0.175 -1.029 -1.128
C -0.528 -0.213 1.096
C 0.196 -0.075 -0.284
C -2.057 -0.232 1.104
H -2.428 0.218 0.213
H -0.130 -1.252 1.265
H -2.614 -1.177 1.301
H -2.274 0.402 1.980
H -0.100 0.593 1.727
H -1.021 -1.251 -0.814
```

Properties
* orbital gap: 9.01 eV
* LUMO level: 0.33 eV
* M: 90.15 g/mol
* maximum force: 0.0475 hartree/bohr
* energy relative to the best compared isomer or geometry (same formula, charge and spin): 0.960 eV

=====

C3H6N4 | ωB97M-V/def2-TZVPD

Structure (XYZ):
```
13
Properties=species:S:1:pos:R:3
N -0.272 0.350 0.877
N 1.892 0.835 0.386
N 1.555 0.623 -0.996
N -0.369 -0.534 -0.180
C 0.408 0.183 -1.228
C -1.581 -1.135 -0.152
C 0.761 0.911 1.247
H -1.745 -1.426 0.937
H -1.536 -2.229 -0.512
H 2.448 1.651 0.496
H 0.700 1.450 2.269
H 0.139 -0.045 -2.342
H -2.401 -0.635 -0.802
```

Properties
* orbital gap: 9.06 eV
* LUMO level: 1.02 eV
* M: 98.11 g/mol
* maximum force: 0.1312 hartree/bohr
* energy relative to the best compared isomer or geometry (same formula, charge and spin): 4.183 eV

=====

C5H8N2 | ωB97M-V/def2-TZVPD

Structure (XYZ):
```
15
Properties=species:S:1:pos:R:3
N -0.839 1.698 0.971
N -1.405 0.583 0.955
C 2.045 -0.329 -0.250
C -0.561 -0.400 0.299
C 0.758 0.305 0.157
C -1.859 -0.647 -0.688
C 0.510 1.538 0.627
H 1.163 2.380 0.776
H 1.867 -0.958 -1.119
H -2.808 -0.701 -0.109
H 2.421 -0.970 0.551
H -1.626 -1.624 -1.059
H -2.035 0.099 -1.470
H 2.832 0.383 -0.511
H -0.414 -1.386 0.760
```

Properties
* orbital gap: 9.70 eV
* LUMO level: 0.60 eV
* M: 96.13 g/mol
* maximum force: 0.0378 hartree/bohr
* energy relative to the best compared isomer or geometry (same formula, charge and spin): 2.817 eV